No. 1
ORCA calculation (wB97M-V/def2-TZVPD) on a structure of composition C19H28BF4O2Pb.

## Properties
* molecular weight: 582.4 g/mol
* Kohn-Sham gap (spin up / spin down): 4.8 / 4.2 eV

The geometry in ORCA input format:
```
! RIJCOSX wB97M-V def2-TZVPD def2/J DEFGRID3
* xyz 1 1
F 1.085 -2.858 3.972
H 1.219 -1.399 -8.131
H 3.973 0.494 -0.514
H 0.232 -0.250 -6.300
C -1.901 -0.169 0.979
H -1.955 0.565 1.774
H -2.825 3.786 -3.336
C 0.221 -1.358 -6.179
H 0.385 3.039 -4.747
B 1.422 -1.897 3.041
H 1.277 -3.771 -4.802
F 1.250 -2.505 1.641
H 2.700 -3.053 -7.312
H -0.819 -1.698 -6.003
O 1.025 -1.742 -4.994
C -2.285 0.010 -0.402
C -0.246 2.167 -4.945
F 2.769 -1.460 3.142
C 1.742 -2.938 -5.378
C -0.257 1.161 -3.783
H -1.015 -3.123 -0.363
H 0.003 0.105 -4.048
H -2.792 0.888 -0.817
C 1.069 1.227 0.974
F 0.545 -0.758 3.050
H 2.751 0.070 1.826
H 0.225 2.800 -0.351
C 0.723 -2.089 -7.436
C -1.759 2.386 -4.575
C 1.683 -3.155 -6.923
H -0.134 -2.510 -7.970
H 2.521 2.516 -1.770
H -3.799 2.450 -5.255
H -1.236 -1.999 2.051
C 2.291 0.512 0.956
C -1.973 -1.192 -1.097
H -2.641 2.946 -6.486
Pb 1.473 -1.314 -0.742
H 0.370 1.234 1.792
H -0.051 1.792 -5.951
C 1.022 2.056 -0.170
H 1.314 -4.154 -7.173
H -2.843 1.196 -6.101
C -2.795 2.206 -5.667
C -1.900 3.752 -3.933
C -1.459 -1.496 1.112
H -1.056 3.954 -3.265
H 2.782 -2.801 -5.030
C 2.965 0.823 -0.269
H 0.272 1.512 -2.864
C 2.212 1.853 -0.925
O -1.735 1.320 -3.560
H -2.219 -1.416 -2.141
C -1.380 -2.093 -0.183
H -1.960 4.523 -4.705
*
```



No. 2
ORCA calculation (wB97M-V/def2-TZVPD) on a structure of composition C19H28BrO2Ti.

## Properties
* molecular weight: 416.2 g/mol
* Kohn-Sham gap (spin up / spin down): 1.7 / 7.8 eV

The geometry in ORCA input format:
```
! RIJCOSX wB97M-V def2-TZVPD def2/J DEFGRID3
* xyz -1 3
H -0.215 0.140 -4.539
C 3.124 -1.103 3.688
H -4.042 1.031 -2.897
C 1.629 -1.202 -0.623
H 3.810 -1.860 4.066
H 0.327 -0.582 -2.190
H 2.653 -1.032 -0.268
H -1.934 -0.586 2.478
C -0.162 -3.400 3.015
C -2.458 3.222 -2.916
H 0.128 -4.431 2.830
C 2.182 0.570 2.382
C 1.431 0.486 3.599
H -4.121 1.826 -4.493
H -1.717 1.638 -5.760
H 1.581 1.490 -0.355
C -0.372 1.119 -4.057
H 1.793 -0.762 5.455
H -0.320 0.837 1.120
O -1.262 1.024 -2.870
C -3.512 1.174 -3.850
H -1.057 -0.117 -0.196
H 0.158 1.687 -1.435
C 0.727 0.987 -0.830
H 0.595 1.135 3.855
H -3.018 3.105 -1.983
H -0.943 3.068 -4.940
H 0.626 -3.030 5.088
C 2.036 -0.533 4.417
Ti 1.097 -1.524 2.535
H 0.587 1.600 -3.831
C -0.643 -1.421 4.120
H -3.078 3.805 -3.624
H -1.330 -2.878 1.166
H -1.529 3.783 -2.733
H 1.512 -2.251 -0.903
C -1.245 -1.358 2.824
H 3.964 -0.578 1.659
C 3.209 -0.428 2.427
C 0.072 -2.663 4.224
H 2.091 1.364 1.642
C -1.309 2.040 -4.827
H -0.812 -0.700 4.920
C 1.206 -0.194 -1.661
C -0.117 0.272 0.201
C -0.941 -2.579 2.135
H -3.338 0.217 -4.360
O 0.707 -0.928 0.517
H 1.981 0.063 -2.382
Br 2.454 -3.424 1.734
C -2.204 1.881 -3.574
*
```



No. 3
ORCA calculation (wB97M-V/def2-TZVPD) on a structure of composition C19H28ClLaO6.

## Properties
* molecular weight: 526.8 g/mol
* Kohn-Sham gap: 3.9 eV

The geometry in ORCA input format:
```
! RIJCOSX wB97M-V def2-TZVPD def2/J DEFGRID3
* xyz 0 1
C 2.066 2.480 2.383
H -0.592 3.968 0.910
H -1.257 -2.378 0.099
C -2.934 -2.759 -1.348
C -0.481 -1.376 4.412
H 3.951 -1.219 -2.580
H -0.821 -2.440 -1.656
H -3.724 -2.706 -0.578
H 3.482 2.356 0.618
H -0.011 -0.375 -2.574
H 4.445 0.802 -3.452
H -2.645 0.365 -2.570
C -2.973 -0.407 -1.877
H 4.341 1.791 -1.993
C 0.134 -2.609 4.042
H 1.719 -0.751 -4.028
O -1.751 3.144 2.658
H -2.814 -3.830 -1.533
C 2.498 2.624 1.027
O -3.036 1.199 3.086
C -1.600 -2.142 -0.912
C 3.746 1.408 -2.832
H -2.600 -0.677 4.284
C 3.149 -0.871 -1.923
O 1.464 0.837 -1.498
H -0.076 1.416 -2.859
C 1.697 0.271 -3.658
H 1.141 -2.928 4.296
H -0.584 -4.182 2.573
H 0.316 3.349 3.446
C 0.772 3.057 2.495
H 0.002 -0.548 4.943
La 0.533 0.991 0.518
H -2.963 -2.956 2.763
O -1.970 1.512 0.901
H -4.166 -1.775 -3.098
Cl -1.911 1.738 2.385
C 2.616 0.446 -2.446
O -0.636 0.967 2.793
C 0.336 3.465 1.188
H 3.460 2.259 -3.484
H 2.350 -1.620 -1.939
C -2.037 -2.609 3.229
H 1.742 0.978 -4.480
O -1.880 -0.693 -0.942
C 1.433 3.258 0.279
H 3.516 -0.756 -0.894
C 0.563 0.545 -2.703
H -3.824 0.048 -1.352
C -3.222 -1.739 -2.521
H 1.424 3.554 -0.780
H 2.629 2.048 3.227
H -2.372 -1.802 -3.240
C -0.793 -3.309 3.202
C -1.853 -1.418 3.993
*
```



No. 4
ORCA calculation (wB97M-V/def2-TZVPD) on a structure of composition C19H28ClN4O3Sb2Se8W.

## Properties
* molecular weight: 1455.0 g/mol
* Kohn-Sham gap: 5.4 eV

The geometry in ORCA input format:
```
! RIJCOSX wB97M-V def2-TZVPD def2/J DEFGRID3
* xyz -1 1
C 0.921 5.527 -1.705
H -1.064 -1.662 -0.930
C -3.552 -0.570 -3.043
H 1.967 5.801 -1.743
C -0.502 1.359 -1.431
C -1.757 4.828 -1.588
H 5.370 -1.645 1.734
H -2.459 0.133 0.153
H -2.971 2.419 -2.156
H -1.084 -0.386 -3.958
O -0.704 0.414 -3.584
H 5.829 -3.333 1.876
O 2.688 -2.673 2.085
H -0.686 2.820 -4.137
C 4.911 -2.505 3.667
C -2.451 -0.313 -1.996
H -1.020 1.949 -0.675
H 4.137 -1.777 3.912
H -2.809 4.571 -1.534
H -3.836 -0.768 -0.415
C 1.593 -1.230 -0.411
N 1.238 -0.372 -1.333
C -1.711 -1.648 -1.803
Se -1.966 -5.874 3.759
O 3.774 -3.528 0.347
Sb 0.899 -1.562 5.917
N 4.512 -3.793 4.222
Se -1.599 -1.950 2.667
H -3.157 -0.731 -4.051
H 4.087 -3.655 5.134
Se -3.716 -4.462 0.204
H -2.444 -2.437 -1.633
H 1.047 4.143 -3.328
C -3.153 0.041 -0.681
H -1.108 -1.929 -2.668
H -3.736 0.961 -0.755
C -2.320 2.065 -2.958
H -2.970 1.710 -3.756
C -0.945 4.229 -2.547
C 0.115 -0.048 0.528
Se 1.261 -0.300 3.734
H 2.333 -2.000 -0.563
Se -1.264 -1.147 6.772
H 5.846 -2.115 4.089
Se 0.823 -3.873 4.513
H -0.576 0.383 1.232
Se 2.970 -1.775 7.067
Cl 0.736 7.262 0.362
H 0.203 2.009 -1.941
N 0.918 -1.067 0.766
C -1.500 3.228 -3.535
H -1.887 6.216 0.052
H -2.146 3.773 -4.231
C -1.504 0.840 -2.481
W 0.841 -2.531 2.594
C 0.090 6.099 -0.759
C 0.395 4.599 -2.591
H -4.276 0.244 -3.093
C 5.063 -2.607 2.158
Se 0.348 -4.237 0.930
H 5.306 -4.409 4.342
C -1.251 5.758 -0.692
Sb -2.087 -4.350 1.937
H -4.092 -1.474 -2.762
N 0.283 0.366 -0.723
C 3.798 -3.007 1.434
*
```



No. 5
ORCA calculation (wB97M-V/def2-TZVPD) on a cluster of 2 separate species, C19H28F8O5 in total.

## Properties
* SMILES: C=C[C@]1(CCCCOC)COC(=O)[C@@H]1C[C@@H](C)O.FC(F)C(F)(F)COC(F)(F)C(F)F
* molecular weight: 488.4 g/mol
* Kohn-Sham gap: 7.3 eV

The geometry in ORCA input format:
```
! RIJCOSX wB97M-V def2-TZVPD def2/J DEFGRID3
* xyz 0 1
C 2.877 -2.039 1.455
H 0.049 -5.165 -0.094
H 1.723 -5.690 -0.519
H 2.855 -1.824 2.590
O 5.422 -0.714 1.368
H 3.795 -2.686 1.283
C 1.569 -2.906 1.141
H 4.664 0.807 0.164
C 1.389 -3.339 -0.395
H -1.415 -1.442 1.632
C 0.962 -4.872 -0.718
C -2.415 4.409 1.855
H 0.605 -2.430 1.555
H 6.089 -2.488 0.319
H 0.104 -0.500 -1.700
C -0.215 -1.120 -0.803
H -5.532 6.839 -1.187
H -3.413 2.877 -0.177
C 4.315 0.169 1.062
C 0.086 -3.349 -2.414
H -3.174 -0.827 1.277
C -2.277 -1.403 0.887
F -1.972 5.830 0.002
C 2.688 -3.205 -1.362
F -0.813 4.005 0.202
C -2.997 3.791 -0.607
H -2.402 3.365 2.181
H -2.362 3.444 -1.426
C -5.222 4.773 -0.579
O -3.999 4.583 -1.258
H 3.986 -4.997 -1.843
H 1.686 -3.889 1.738
H 2.083 0.078 1.103
F -6.673 6.391 0.385
H 4.075 0.910 1.895
O -0.091 -2.857 -3.534
C -1.811 -0.916 -0.592
F -3.621 4.935 2.141
C -2.062 4.531 0.374
F -6.182 4.303 -1.408
H -2.425 -1.446 -1.402
C 5.896 -1.366 0.148
C 2.930 -0.613 0.737
H 6.896 -0.887 -0.169
F -1.515 5.089 2.611
F -4.540 6.771 0.528
C -5.495 6.248 -0.269
H 4.537 -3.942 -0.284
C 0.010 -2.689 -0.963
C 3.825 -4.091 -1.157
F -5.264 3.991 0.516
H 5.150 -1.259 -0.717
H -2.619 -2.499 0.753
O -2.138 0.516 -0.647
H -0.830 -3.275 -0.458
H 0.256 -0.693 0.157
H 2.863 -0.660 -0.406
H 2.733 -2.452 -2.228
H -3.122 0.579 -0.644
O 0.478 -4.706 -2.099
*
```



No. 6
ORCA calculation (wB97M-V/def2-TZVPD) on a structure of composition C19H28FO2V.

## Properties
* molecular weight: 358.4 g/mol
* Kohn-Sham gap (spin up / spin down): 7.1 / 8.0 eV

The geometry in ORCA input format:
```
! RIJCOSX wB97M-V def2-TZVPD def2/J DEFGRID3
* xyz 0 3
C 0.403 3.022 -2.246
H 2.172 1.100 0.339
H 0.910 -3.715 -0.134
H -0.820 4.772 -2.819
H -1.667 -2.664 0.415
C -2.784 3.057 -2.522
C 2.549 -0.623 3.226
H -2.069 -0.026 0.983
C 1.387 0.153 3.490
H 0.034 -0.479 -2.320
H 0.363 1.751 2.241
C -0.840 -2.778 2.513
H -1.500 0.349 3.587
H 3.052 -1.264 3.949
C 2.980 -0.344 1.878
H 2.337 -2.632 -0.337
H -3.387 3.947 -2.308
H 2.527 -3.387 -2.523
C -1.960 2.940 -0.152
C 1.477 -3.397 -2.221
H -0.245 4.752 -1.062
H -0.570 -3.825 2.611
C -0.746 -1.781 3.539
C -1.372 -2.150 1.334
O 0.518 -1.726 -0.674
C 2.071 0.610 1.307
C -1.252 -0.542 3.011
H -1.130 -1.830 -1.967
H 0.740 2.993 -3.281
C -1.585 -0.743 1.631
H 0.926 0.267 4.468
F 1.678 -2.839 1.906
C 1.364 -2.933 -0.765
H 1.244 2.921 -1.550
H -2.488 3.024 -3.580
H 3.878 -0.719 1.406
C -0.074 -1.522 -2.018
H -3.410 2.181 -2.291
V 0.729 -1.261 1.633
H 1.128 -4.437 -2.280
C -0.543 4.175 -1.935
O -0.599 1.999 -2.005
C -1.567 3.040 -1.619
H -0.458 -1.970 4.587
H -2.547 3.833 0.125
H -2.613 2.086 0.059
C 0.628 -2.427 -3.047
H -1.075 2.884 0.481
H 1.238 -1.810 -3.722
H -0.119 -2.961 -3.655
C 1.084 0.929 2.314
*
```